Computed, not measured: C14H23BN4O5 in the gas phase, with wB97M-V/def2-TZVPD.

Each line ends with the Löwdin charge.
Atoms and positions in Å:
1 O 1.51 -1.02 -1.08  0.0868
2 O -2.87 -0.66 0.15  0.0865
3 N 3.61 -1.98 2.80  0.1032
4 N 2.56 0.19 1.34  0.1812
5 O -2.89 2.96 -3.00  0.1714
6 O -4.15 1.22 -1.94  0.1365
7 O -1.50 -4.51 -0.55  -0.1620
8 B -2.98 1.98 -2.05  -0.5990
9 C 1.22 -1.38 0.05  -0.4235
10 C -1.83 -0.81 -0.45  -0.4075
11 C 3.95 -0.75 3.04  -0.1493
12 C 3.45 0.29 2.33  -0.0988
13 C 2.71 -2.13 1.86  -0.0745
14 C 2.18 -1.07 1.14  -0.2028
15 N -1.28 0.25 -1.19  0.1444
16 N 0.08 -2.07 0.40  0.0963
17 C -0.30 -4.91 0.06  -0.1004
18 C 0.12 3.20 1.08  -0.0673
19 C 1.64 3.46 -0.94  -0.0805
20 C 0.49 2.69 -0.32  -0.4300
21 C -0.71 2.72 -1.28  -0.1486
22 C -2.01 -3.29 -0.06  -0.1588
23 C -1.77 1.64 -1.09  -0.1925
24 C -1.09 -2.12 -0.47  -0.1889
25 H -3.75 2.93 -3.44  0.1148
26 H -3.94 0.53 -1.25  0.0868
27 H 4.73 -0.58 3.75  0.1112
28 H 3.81 1.30 2.56  0.1171
29 H 2.40 -3.12 1.61  0.1154
30 H -0.34 0.16 -1.55  0.1180
31 H -0.14 -2.17 1.39  0.1618
32 H -0.51 -5.45 0.98  0.0914
33 H 0.33 -4.07 0.32  0.0499
34 H 0.22 -5.54 -0.67  0.1002
35 H 0.97 3.12 1.77  0.0710
36 H -0.68 2.61 1.51  0.0670
37 H -0.22 4.24 1.10  0.0774
38 H 2.47 3.54 -0.23  0.0736
39 H 1.38 4.50 -1.14  0.0789
40 H 2.00 2.99 -1.84  0.0778
41 H 0.82 1.62 -0.22  0.1101
42 H -0.36 2.68 -2.30  0.1128
43 H -1.18 3.73 -1.14  0.1445
44 H -2.18 -3.33 1.05  0.1432
45 H -3.01 -3.11 -0.49  0.1394
46 H -2.22 1.83 -0.10  0.1468
47 H -0.73 -2.30 -1.48  0.1687

Values from the calculation:
E_HOMO, Ha: -0.348
Orbital gap, eV: 9.29
SMILES string: COC[C@H](NC(=O)c1cnccn1)C(=O)N[C@@H](CC(C)C)B(O)O
E_LUMO, Ha: -0.0065

Computed, not measured: C14H23CrN5SbSe4 as an isolated structure, with wB97M-V/def2-TZVPD.

Each line ends with the Mulliken spin population.
Atoms and positions in Å:
1 Cr 0.82 0.67 -1.37  0.7762
2 Se 0.51 5.09 0.23  0.0294
3 Sb 1.53 3.32 -1.13  0.0839
4 Se -1.31 1.34 -1.52  0.2712
5 Se 2.44 1.40 0.32  0.0052
6 Se 3.18 4.17 -2.72  0.0639
7 N 1.52 -0.13 -2.66  -0.2003
8 C 2.11 -0.35 -3.88  0.0239
9 C 2.48 -1.67 -4.22  -0.0193
10 C 3.06 -1.95 -5.45  0.0089
11 C 3.28 -0.94 -6.37  -0.0144
12 C 2.91 0.36 -6.05  0.0065
13 C 2.33 0.66 -4.83  -0.0213
14 H 2.30 -2.45 -3.49  -0.0001
15 H 3.34 -2.98 -5.68  0.0005
16 H 3.73 -1.16 -7.33  -0.0012
17 H 3.09 1.17 -6.75  0.0002
18 H 2.09 1.68 -4.58  -0.0036
19 C 0.31 -1.78 2.74  -0.0019
20 C -0.83 -2.12 1.77  0.0065
21 C -2.17 -1.87 2.45  -0.0018
22 C -0.72 -3.59 1.36  0.0015
23 N -0.83 -1.30 0.56  0.0143
24 N 0.40 -1.18 -0.12  -0.0111
25 H 0.18 -2.31 3.69  -0.0004
26 H 0.35 -0.71 2.93  0.0003
27 H 1.28 -2.08 2.34  0.0014
28 H -2.29 -2.52 3.32  0.0000
29 H -2.98 -2.09 1.74  0.0010
30 H -2.26 -0.84 2.77  0.0009
31 H -0.73 -4.25 2.23  -0.0003
32 H 0.20 -3.77 0.81  -0.0015
33 H -1.56 -3.86 0.71  0.0006
34 H -1.15 -0.35 0.76  -0.0085
35 H 0.52 -1.92 -0.79  0.0031
36 H 1.21 -1.10 0.49  -0.0123
37 C -2.65 3.31 1.48  0.0107
38 C -2.33 2.51 2.70  -0.0061
39 N -1.33 1.66 2.84  0.0010
40 C -1.36 1.26 4.15  0.0000
41 C -2.40 1.84 4.82  -0.0001
42 N -3.01 2.64 3.87  0.0002
43 H -2.89 2.68 0.63  -0.0048
44 H -1.77 3.89 1.19  -0.0011
45 H -3.48 4.00 1.68  -0.0012
46 H -0.62 0.58 4.55  -0.0001
47 H -2.74 1.78 5.84  0.0000
48 H -3.79 3.26 4.02  0.0001

Values from the calculation:
E_HOMO (spin up / spin down), Ha: -0.023 / -0.037
Total charge: -2
Orbital gap (spin up / spin down), eV: 4.92 / 5.29
E_LUMO (spin up / spin down), Ha: 0.1575 / 0.1573
Energy above the lowest of the compared OMol25 structures with the same formula, charge and spin, eV: 0.000
Multiplicity: 2

Computed, not measured: C14H23FeN2OP as an isolated structure, with wB97M-V/def2-TZVPD.

Each line ends with the Mulliken spin population.
Atoms and positions in Å:
1 C 0.47 3.25 -1.91  0.0237
2 C -0.82 2.79 -1.61  -0.0067
3 C -1.02 1.78 -0.64  -0.2152
4 C 0.09 1.28 0.02  0.0695
5 C 1.38 1.72 -0.27  -0.1101
6 C 1.57 2.73 -1.21  -0.0199
7 C -2.41 1.28 -0.36  0.0165
8 C -2.49 -0.21 0.03  -0.0529
9 N -2.55 -1.09 -1.08  0.0140
10 Fe -0.07 -0.06 1.48  3.6113
11 C 2.55 1.02 0.39  0.0705
12 P 1.99 -0.71 0.74  0.1439
13 H -1.69 3.18 -2.12  -0.0022
14 H 2.59 3.08 -1.39  0.0038
15 H 0.63 4.00 -2.68  0.0016
16 H 2.81 1.47 1.36  0.0073
17 H 3.43 0.93 -0.26  0.0076
18 H -2.83 1.85 0.48  -0.0104
19 H -3.03 1.46 -1.24  0.0016
20 H -1.63 -0.52 0.75  0.1162
21 C 3.32 -1.44 1.68  0.0210
22 C 2.11 -1.45 -0.92  0.0273
23 H -3.43 -0.38 0.58  -0.0157
24 C -1.54 -1.07 -2.10  0.0165
25 C -3.20 -2.35 -0.88  0.0106
26 H -0.03 -1.04 3.60  0.0411
27 H -1.94 -1.62 -2.96  -0.0006
28 H -1.30 -0.04 -2.41  -0.0002
29 H -0.60 -1.56 -1.80  -0.0022
30 H -3.41 -2.79 -1.86  0.0027
31 H -2.59 -3.07 -0.31  0.0013
32 H -4.14 -2.19 -0.34  -0.0003
33 H 3.16 -1.39 -1.22  0.0037
34 H 1.77 -2.49 -0.89  -0.0198
35 H 1.49 -0.89 -1.64  -0.0011
36 H 4.24 -1.31 1.08  0.0035
37 H 3.41 -0.93 2.65  0.0011
38 H 3.11 -2.51 1.84  -0.0009
39 H 0.40 -1.47 0.89  0.2219
40 O 0.11 0.53 6.01  0.0120
41 C 0.05 0.26 4.87  0.0297
42 N 0.00 0.00 3.65  -0.0218

Values from the calculation:
E_HOMO (spin up / spin down), Ha: -0.174 / -0.270
Orbital gap (spin up / spin down), eV: 4.79 / 7.25
E_LUMO (spin up / spin down), Ha: 0.0018 / -0.0039
Multiplicity: 5

Number 1: maximum force 3.1 eV/Å. Number 2: maximum force 1.6 eV/Å. Number 3: maximum force 2.4 eV/Å.